Run w
ORCA calculation (the ωB97M-V functional and the def2-TZVPD basis) on 4 unconnected molecules or ions with the total composition C3H15NO3.

Cartesian coordinates (Å):
C  -0.65147  -2.50579  -0.98938
C  0.31891  -1.32846  -0.92345
C  0.71345  -0.90525  0.50839
N  1.04372  0.49498  0.72494
H  -0.21869  -3.33620  -0.43213
H  -0.81920  -2.87085  -2.00178
H  -1.64121  -2.34986  -0.55151
H  1.23987  -1.73589  -1.35211
H  0.03744  -0.55930  -1.64743
H  1.59206  -1.50972  0.72910
H  -0.02978  -1.22956  1.23482
H  0.38652  1.12648  0.26815
H  1.89757  0.69399  0.20919
O  -0.57004  2.57629  -1.68839
H  -0.80277  2.37580  -2.60278
H  -0.80283  3.51017  -1.57992
O  1.54273  2.88888  2.85527
H  2.13322  2.47054  3.48475
H  1.19597  2.22071  2.25099
O  -2.57901  -0.06254  0.52194
H  -2.02501  0.45291  1.11705
H  -1.96145  -0.41735  -0.13570

Results
**Structure (SMILES)**: CCCN.O.O.O
**Frontier orbital gap**: 10.299 eV
**HOMO energy**: -9.79 eV

Run x
ORCA calculation (the ωB97M-V functional and the def2-TZVPD basis) on 4 unconnected molecules or ions with the total composition C3H15NO3.

Cartesian coordinates (Å):
C  -0.03453  1.03486  -2.73208
N  0.61780  1.01865  -1.40651
C  0.45604  -0.20306  -0.65507
C  2.05635  1.29557  -1.52908
H  -0.32637  2.05116  -2.92225
H  -0.86173  0.32824  -2.72085
H  0.64177  0.60820  -3.46688
H  0.98153  -0.08741  0.26253
H  -0.60007  -0.36948  -0.44262
H  0.83486  -1.07682  -1.17359
H  2.41354  1.88393  -0.68171
H  2.39133  1.71549  -2.47784
H  2.65008  0.36499  -1.46695
O  -0.24936  -4.37879  5.17535
H  0.47503  -4.85004  4.75977
H  -0.91027  -5.04982  5.37085
O  -1.39200  3.04102  -0.42792
H  -0.65937  2.40638  -0.37045
H  -1.69982  3.08439  0.48513
O  -2.37730  -1.14655  1.80339
H  -1.52073  -0.76329  2.02653
H  -2.88680  -0.90763  2.59022

Results
**Structure (SMILES)**: CN(C)C.O.O.O
**Frontier orbital gap**: 9.398 eV
**HOMO energy**: -8.77 eV

The structure with the greatest stability is run w.

Run w
ORCA calculation (the ωB97M-V functional and the def2-TZVPD basis) on a gas-phase ion, C3H9N2O2 (charge +1).

Cartesian coordinates (Å):
C  2.10894  0.75654  -0.27942
C  0.95526  -0.07356  0.00148
N  1.18414  -1.43261  0.05339
N  -0.18469  0.54038  0.39694
C  -1.64204  0.01285  0.45044
O  -1.72040  -1.16704  -0.31710
O  -2.39412  0.96844  -0.10976
H  2.45885  1.20025  0.63510
H  1.72194  1.51769  -0.97054
H  2.87731  0.14320  -0.78489
H  2.14690  -1.73163  -0.26291
H  0.41524  -2.01770  -0.12089
H  -0.34536  1.51168  0.43928
H  -1.74722  -0.10481  1.47385
H  -2.58942  -1.22512  -0.79984
H  -3.24532  1.10144  0.19485

Results
**Structure (SMILES)**: C/C(N)=[NH+]/C(O)O
**Net charge**: +1
**Frontier orbital gap**: 11.732 eV
**HOMO energy**: -15.34 eV

Run x
ORCA calculation (the ωB97M-V functional and the def2-TZVPD basis) on a gas-phase ion, C3H9N2O2 (charge +1).

Cartesian coordinates (Å):
N  0.17716  1.48036  -1.46716
O  0.71387  0.17897  -1.89459
C  0.94739  -0.69811  -0.87091
C  -0.24520  -0.87810  0.06729
N  0.08707  -0.85811  1.55256
C  -0.69659  0.23895  0.91984
O  -1.94985  0.25581  1.30118
H  -0.06024  2.02930  -2.25990
H  0.97465  2.06177  -1.02147
H  1.87184  -0.57353  -0.41414
H  0.99715  -1.61339  -1.43254
H  -0.88711  -1.64935  -0.10492
H  -0.40064  -1.54709  2.09855
H  0.97382  -0.55168  1.98489
H  -0.05510  1.07493  0.71001
H  -2.44822  1.04928  0.83133

Results
**Structure (SMILES)**: NOC[C@H]1[NH2+][C@@H]1O
**Net charge**: +1
**Frontier orbital gap**: 10.382 eV
**HOMO energy**: -13.67 eV

Run y
ORCA calculation (the ωB97M-V functional and the def2-TZVPD basis) on 2 unconnected molecules or ions with the total composition C3H9N2O2.

Cartesian coordinates (Å):
O  -0.65127  -1.11851  1.71952
C  0.27665  -0.53219  2.18858
C  0.92914  0.64996  1.51072
N  0.11543  1.14807  0.36774
H  0.68499  -0.78497  3.17803
H  0.98471  1.42559  2.27855
H  1.93954  0.44836  1.16108
H  0.62818  1.89725  -0.09740
H  -0.08682  0.36740  -0.35445
H  -0.79276  1.53385  0.64168
C  -0.90457  -0.45439  -2.59628
N  -0.41623  -1.04506  -1.41734
O  -0.24049  0.27105  -3.27326
H  -1.96345  -0.67502  -2.79549
H  0.54043  -1.38804  -1.47454
H  -1.04348  -1.74337  -1.03714

Results
**Net charge**: +1
**Frontier orbital gap**: 10.659 eV
**HOMO energy**: -14.27 eV

Run z
ORCA calculation (the ωB97M-V functional and the def2-TZVPD basis) on a gas-phase ion, C3H9N2O2 (charge +1).

Cartesian coordinates (Å):
C  2.18006  -0.55555  0.24934
N  0.95382  -0.12812  -0.43386
C  -0.07282  0.51742  0.39909
O  -0.24976  1.86655  0.03287
C  -1.51987  -0.44636  -0.08850
N  -2.71907  0.01105  0.26099
O  -1.20590  -1.29848  -0.88031
H  1.90839  -1.39831  1.06469
H  2.80943  -0.96383  -0.55294
H  2.73385  0.33394  0.70809
H  1.23229  0.41506  -1.27635
H  0.52505  -0.89666  -0.95456
H  0.07138  0.39823  1.54058
H  -0.31724  1.91800  -0.91033
H  -2.84452  0.65426  0.94427
H  -3.48508  -0.42719  -0.10308

Results
**Structure (SMILES)**: C[NH2+][C@@H](O)C(N)=O
**Net charge**: +1
**Frontier orbital gap**: 11.068 eV
**HOMO energy**: -14.37 eV

The structure with the greatest stability is run w.

Run w
ORCA calculation (the ωB97M-V functional and the def2-TZVPD basis) on 2 unconnected molecules or ions with the total composition C3H9N2O2.

Cartesian coordinates (Å):
C  -2.62160  -0.00113  0.46110
C  2.59413  -0.96310  -0.22051
C  -2.85496  0.66007  -0.69944
N  1.81006  0.09749  0.29869
N  0.57933  0.35027  0.12521
O  2.48152  1.09205  0.77754
O  -0.26520  -0.59537  -0.18298
H  -2.68655  0.43503  1.48389
H  2.02344  2.00542  0.87041
H  -2.60093  -1.10508  0.55616
H  2.09134  -1.41710  -1.01223
H  2.82928  -1.74987  0.49503
H  3.65478  -0.53986  -0.56017
H  -2.88427  0.11828  -1.57946
H  -2.90312  1.73784  -0.62051
H  -1.24725  -0.12494  -0.19274

Results
**Net charge**: +1
**Frontier orbital gap**: 10.061 eV
**HOMO energy**: -14.88 eV

Run x
ORCA calculation (the ωB97M-V functional and the def2-TZVPD basis) on a molecular structure, C3H9N2O2.

Cartesian coordinates (Å):
C  2.09146  -1.21694  -0.15336
C  1.05989  -0.66675  -1.08170
C  1.00328  -0.53029  0.61756
N  -1.62666  0.93268  0.99268
N  -1.28089  0.78993  -0.14447
O  -2.83205  1.48205  1.34271
O  -2.00026  1.05112  -1.22319
H  2.92326  -0.66116  -0.24003
H  0.31811  -1.05895  1.15001
H  2.29629  -2.30297  -0.26609
H  0.45952  -1.38911  -1.53189
H  1.48866  0.15682  -1.59270
H  0.20958  -0.17078  -0.27058
H  1.29170  0.43732  1.18566
H  -2.72898  1.44019  2.32027
H  -2.67293  1.70684  -1.10489

Results
**Net charge**: +1
**Frontier orbital gap**: 11.724 eV
**HOMO energy**: -14.87 eV

Run y
ORCA calculation (the ωB97M-V functional and the def2-TZVPD basis) on 2 unconnected molecules or ions with the total composition C3H9N2O2.

Cartesian coordinates (Å):
C  1.63159  1.08970  0.02650
C  1.17495  -1.30842  -0.41220
C  1.07541  -0.13928  0.41950
N  -2.20014  -0.77237  0.31445
N  -1.38453  0.11992  0.31994
O  -3.48347  -0.55912  -0.10346
O  -1.79214  1.41642  0.00783
H  2.50843  1.41909  0.61313
H  2.05831  0.99215  -0.99479
H  0.99823  2.03852  0.19271
H  2.26080  -1.55181  -0.21411
H  0.76747  -1.10659  -1.43627
H  0.53747  -2.07675  0.08561
H  0.91800  -0.24436  1.57668
H  -3.97185  -1.39884  -0.31757
H  -1.09854  2.08174  -0.07796

Results
**Net charge**: +1
**Frontier orbital gap**: 8.761 eV
**HOMO energy**: -14.77 eV

The structure with the greatest stability is run y.

Run w
ORCA calculation (the ωB97M-V functional and the def2-TZVPD basis) on 2 unconnected molecules or ions with the total composition C7H6O3.

Cartesian coordinates (Å):
C  1.74302  -1.65939  0.10754
C  2.35733  -0.44877  -0.05043
C  0.31493  -1.67379  0.00782
C  1.66697  0.77944  0.07457
C  -0.33992  -0.44943  0.15592
C  0.26696  0.75654  0.20747
C  -2.82902  0.56399  -0.22893
O  -3.84293  0.61774  0.66826
O  -3.82222  -0.33651  -0.43390
O  -0.49498  1.92131  0.13160
H  2.25111  -2.57852  -0.16357
H  3.39218  -0.63114  0.00596
H  -0.15780  -2.64708  0.02869
H  2.03565  1.74149  -0.14285
H  -2.53937  1.33892  -0.81001
H  -0.00191  2.70519  0.44186

Results
**Frontier orbital gap (spin up / spin down)**: 8.612 / 9.498 eV
**HOMO energy (spin up / spin down)**: -8.83 / -9.11 eV

Run x
ORCA calculation (the ωB97M-V functional and the def2-TZVPD basis) on a single C7H6O3 molecule.

Cartesian coordinates (Å):
O  -2.97773  0.67648  -0.34077
C  -1.97386  1.08030  0.20967
C  -0.75220  0.25692  -0.05215
C  -0.67113  -1.09767  -0.02986
O  -1.77690  -1.76254  0.01801
C  0.53687  -1.80115  -0.06762
C  1.79112  -1.09356  -0.00805
C  1.75885  0.33216  -0.05494
C  0.56185  1.03688  -0.11907
O  0.51875  2.35782  -0.05226
H  -1.88051  1.81036  1.25948
H  -2.32164  -1.23363  -0.23779
H  0.50146  -2.87153  0.13430
H  2.59574  -1.60776  -0.19923
H  2.65905  0.90354  -0.20915
H  1.43028  3.01337  -0.25055

Results
**Structure (SMILES)**: O=Cc1c(O)cccc1O
**Frontier orbital gap**: 8.647 eV
**HOMO energy**: -8.55 eV

The structure with the greatest stability is run x.